The following is a quantum chemistry calculation of a structure of composition C18H31N2O3PRuTe in a non-equilibrium geometry, from the OMol25 dataset.

Relative energy (zero: lowest compared OMol25 entry of this formula, charge and spin) = 72.4 kcal per mole
<S²> = 6.07
Gap between HOMO and LUMO (alpha / beta) = 6.0 / 6.5 eV
HOMO (alpha / beta) = -13.405 / -14.570 eV
Maximum force = 4.03 eV/Å

Geometry as ORCA input:
```
! RIJCOSX wB97M-V def2-TZVPD def2/J DEFGRID3
* xyz 2 5
H -0.03257 4.08359 1.04272
H 4.46936 0.22973 -4.20705
Ru 0.63250 -0.44528 0.09621
H 1.11167 2.88023 0.39916
C -0.59930 0.96633 0.19554
H -1.98427 -0.32497 1.51434
C -1.29788 2.13697 6.59117
H -2.55108 2.71608 0.10607
C -1.39509 -0.53055 2.43075
H 4.22297 -1.16926 -5.25945
C -2.46625 1.53925 7.05091
H 0.09568 2.31771 5.00918
P 2.03693 -1.32780 -1.82783
N -0.21987 -1.32276 1.96258
C 0.63312 -1.65685 3.10843
C 4.34281 -1.66119 -3.16888
H 0.82025 1.39144 2.24981
H -3.30628 -0.23918 4.31223
C -0.84542 1.88928 5.31727
C -0.69514 -2.54753 1.30089
O 2.90985 -1.74356 -3.03931
C 2.55468 -4.64814 0.31990
H 3.02057 -4.03325 -1.68932
H 1.52069 -2.20488 2.78411
H 4.78122 -1.24016 -2.25113
H 5.79889 -0.89156 -4.51826
H -4.08315 0.22100 6.56616
H 2.57811 -4.25743 1.33535
H 0.14213 -3.21443 1.08900
H 3.92280 -3.15047 -0.42667
H -1.98380 -1.17131 3.09757
C -2.16112 2.55642 1.11026
H -0.28798 3.38433 -0.56848
C -1.04849 0.73749 3.14121
H 0.08559 -2.28328 3.82307
C -3.17066 0.67568 6.21742
O 1.96855 -2.53535 -0.73119
H -2.20560 3.49296 1.66282
N -0.75417 2.09029 1.03504
H -2.78423 1.82152 1.61126
C 2.95568 -3.59215 -0.69115
H -1.39558 -3.09169 1.94491
H 0.94374 -0.74409 3.61750
C -1.53046 1.00049 4.44819
H -0.18113 2.68468 2.98972
C 4.72495 -0.81477 -4.36407
Te 2.97273 0.53349 -0.48577
C -0.21057 1.74988 2.42813
H -1.21569 -2.30153 0.35945
C 0.06217 3.17909 0.44358
H -0.73498 2.78667 7.24200
H -2.81725 1.73456 8.05143
H 1.56444 -5.04459 0.10386
H 4.69579 -2.68493 -3.30291
H 3.26178 -5.47118 0.26003
C -2.71327 0.39602 4.95235
O 0.63131 -1.02153 -2.18094
*
```